No. 1
ORCA calculation (ωB97M-V/def2-TZVPD) on a structure of composition C26H32N6O8OsP2S2.

XYZ file:
```
77
Properties=species:S:1:pos:R:3:forces:R:3
Os 1.42208 -0.80833 1.08033 0.1 0.0 -0.1
N -1.13918 -1.27343 4.49984 0.0 0.0 0.0
C -0.58397 -1.19595 3.28970 0.0 0.0 0.0
S 0.99403 -0.36121 3.18254 0.0 0.1 -0.2
N -1.19984 -1.62618 2.23857 0.0 -0.1 0.1
N -0.47992 -1.46508 1.08785 0.0 0.3 0.0
C -1.02379 -1.83046 -0.03898 0.0 0.0 0.0
C -2.35795 -2.42717 -0.16181 -0.1 -0.1 0.0
C -2.70139 -3.54750 0.59697 0.0 0.0 0.0
C -3.95271 -4.11830 0.45055 0.0 0.0 0.0
C -4.87629 -3.56094 -0.42456 0.0 0.0 0.0
C -4.54285 -2.43892 -1.17058 0.0 0.0 0.0
C -3.28159 -1.87811 -1.05505 0.0 0.0 0.0
C -0.17081 -1.60193 -1.21546 0.1 0.0 0.0
C -0.47611 -2.04028 -2.49388 0.0 0.0 0.0
C 0.42503 -1.80215 -3.52049 0.0 0.0 0.0
C 1.61284 -1.14004 -3.25087 0.0 0.0 0.0
C 1.87230 -0.73567 -1.95545 -0.1 0.2 0.0
N 0.99656 -0.95047 -0.96950 0.1 -0.2 0.0
H -0.66827 -0.93106 5.31887 0.0 0.0 0.0
H -2.04286 -1.70768 4.60385 0.0 0.0 0.0
H -1.98414 -3.98070 1.27992 0.0 0.0 0.0
H -4.21032 -4.99865 1.02302 0.0 0.0 0.0
H -5.85738 -4.00477 -0.52578 0.0 0.0 0.0
H -5.26281 -1.99883 -1.84673 0.0 0.0 0.0
H -3.03678 -0.99691 -1.63667 0.0 0.0 0.0
H -1.39935 -2.57000 -2.67184 0.0 0.0 0.0
H 0.20317 -2.14497 -4.52190 0.0 0.0 0.0
H 2.34475 -0.95702 -4.02425 0.0 0.0 0.0
H 2.78875 -0.23752 -1.66940 0.0 0.0 0.0
C 5.74931 -3.81861 1.36794 0.0 0.0 0.0
C 4.58995 -2.99181 0.82579 0.1 0.1 0.1
O 4.55475 -2.97631 -0.60683 -0.1 -0.1 0.0
P 4.78036 -1.20517 1.14640 0.0 -0.1 -0.2
O 6.00182 -0.70696 0.29223 0.0 0.0 0.0
O 5.25135 -0.96189 2.61747 -0.1 0.0 0.0
O 3.51510 -0.47559 0.77793 0.0 0.1 0.3
P 2.97496 -3.54645 1.52756 0.2 0.1 0.2
O 3.04156 -2.86666 2.98682 0.0 -0.1 -0.2
O 2.77745 -4.99064 1.56552 0.1 0.0 -0.3
O 1.92805 -2.69156 0.73805 -0.4 0.1 0.3
H 6.66522 -3.57247 0.83095 0.0 0.0 0.0
H 5.52932 -4.87889 1.23836 0.0 0.0 0.0
H 5.90674 -3.63629 2.43101 0.0 0.0 0.0
H 4.49644 -3.88571 -0.93100 0.0 0.0 0.0
H 5.99101 -0.97954 -0.63656 0.0 0.0 0.0
H 6.04130 -0.41552 2.73319 0.0 0.0 0.0
H 3.21240 -3.53571 3.66476 0.0 0.0 0.1
C -0.21861 5.29817 -3.58355 0.0 0.0 0.0
C 0.30521 4.27325 -2.58593 0.0 0.0 0.0
C -0.29263 4.50747 -1.20436 -0.1 0.0 0.0
N 0.34622 3.67167 -0.17091 0.1 -0.1 0.0
C 0.27780 2.35935 -0.05472 -0.1 0.1 0.3
S 1.55887 1.60452 0.81257 0.3 -0.2 -0.3
N -0.73808 1.65395 -0.58886 0.0 0.0 0.0
C -2.10664 1.97527 -0.87352 0.0 -0.2 0.0
O -2.60597 1.39819 -1.80430 0.0 0.1 0.0
C -2.82040 2.86332 0.06233 0.0 0.0 0.0
C -3.96182 3.51203 -0.40954 0.0 0.0 0.0
C -4.68372 4.33120 0.43953 0.0 0.0 0.0
C -4.28112 4.48552 1.76060 0.0 0.0 0.0
C -3.15921 3.82039 2.23836 0.0 0.0 0.0
C -2.42230 3.01130 1.39021 0.0 0.0 0.0
H 0.17774 5.10978 -4.57944 0.0 0.0 0.0
H 0.06911 6.30982 -3.29568 0.0 0.0 0.0
H -1.30730 5.26400 -3.64924 0.0 0.0 0.0
H 1.39505 4.32424 -2.52038 0.0 0.0 0.0
H 0.04956 3.26286 -2.92008 0.0 0.0 0.0
H -1.36663 4.33904 -1.20289 0.0 0.0 0.0
H -0.14948 5.53910 -0.88424 0.0 0.0 0.0
H 1.13071 4.09588 0.30584 0.0 0.0 0.1
H -0.50894 0.71287 -0.85924 0.0 -0.1 0.0
H -4.26680 3.36677 -1.43751 0.0 0.0 0.0
H -5.56321 4.84483 0.07686 0.0 0.0 0.0
H -4.85050 5.12239 2.42413 0.0 0.0 0.0
H -2.86524 3.93060 3.27319 0.0 0.0 0.0
H -1.55996 2.47823 1.77238 0.0 0.0 0.0
```
Forces are in eV/Å.

LUMO energy (alpha / beta)	-7.60 / -7.60	eV
charge	+2
orbital gap (alpha / beta)	6.18 / 6.18	eV
energy	-3509.9892	a.u.



No. 2
ORCA calculation (ωB97M-V/def2-TZVPD) on a cluster of 2 separate species, CHBrCl2S in total at a distorted geometry.

XYZ file:
```
6
Properties=species:S:1:pos:R:3:forces:R:3
S -3.16059 1.39450 -1.00663 0.1 -0.8 0.3
C -3.31955 0.32857 0.19676 0.2 0.2 -1.7
Cl -3.07524 -1.40635 -0.00599 -0.4 0.9 0.3
Cl -3.76407 0.85827 1.73105 -0.2 -0.4 1.0
Br -0.13389 -0.18001 1.30262 0.3 0.1 0.1
H 0.31974 -0.97514 0.21871 0.0 0.0 0.0
```
Forces are in eV/Å.

LUMO energy	-0.90	eV
SMILES string	S=C(Cl)Cl.Br
orbital gap	8.59	eV
energy	-3931.2586	a.u.



No. 3
ORCA calculation (ωB97M-V/def2-TZVPD) on the molecule C5H9NO.

XYZ file:
```
16
Properties=species:S:1:pos:R:3:forces:R:3
O -2.06536 -0.72652 1.29236 0.1 0.2 0.2
C -1.37789 -0.74647 0.06415 0.0 -0.1 -0.3
C 0.12831 -1.08668 0.14753 0.0 0.0 0.2
C 0.45856 0.27323 -0.46880 -0.2 0.3 0.5
C 1.86957 0.68820 -0.73973 0.2 0.0 -0.3
N 1.09529 1.34744 0.28222 0.3 0.0 0.6
C -1.04903 0.62042 -0.59690 -0.2 0.0 -0.1
H -1.43418 -0.44582 1.96793 -0.3 0.0 -0.1
H -1.94801 -1.40829 -0.59274 0.1 0.0 0.1
H 0.39123 -1.97971 -0.43134 0.1 0.3 -0.1
H 0.55310 -1.21200 1.15288 -0.3 -0.1 0.0
H 2.22272 1.27619 -1.58233 -0.3 0.1 0.1
H 2.61553 -0.02155 -0.37033 -0.2 -0.1 -0.4
H 1.29772 1.08630 1.23894 0.5 -0.1 0.0
H -1.18461 1.41374 0.14255 -0.2 0.0 -0.2
H -1.57295 0.92154 -1.50639 0.2 -0.4 -0.1
```
Forces are in eV/Å.

LUMO energy	0.93	eV
SMILES string	O[C@H]1C[C@]2(CN2)C1
orbital gap	10.59	eV
energy	-325.8125	a.u.



No. 4
ORCA calculation (ωB97M-V/def2-TZVPD) on a cluster of 6 separate species, C21H58N4O12P in total at a distorted geometry.

XYZ file:
```
96
Properties=species:S:1:pos:R:3:forces:R:3
N -3.24980 -7.02769 1.13597 0.3 0.6 0.2
P -2.69160 -6.49658 2.45477 -1.1 -0.6 -1.6
O -1.51335 -7.36169 3.06041 -0.4 0.2 0.5
O -3.76572 -6.45919 3.63486 0.8 0.7 0.4
N -2.12459 -4.83962 2.31212 0.9 -0.8 1.5
C -0.83691 -4.40939 2.53198 -0.6 0.1 0.0
N 0.04077 -5.12142 3.23302 0.7 1.3 0.7
N -0.49807 -3.23774 2.00473 -0.1 -0.3 -0.3
H -3.23533 -6.40075 0.34309 -0.1 -0.3 -0.1
H -1.72059 -8.30037 2.89446 0.3 0.1 -0.1
H -4.36604 -5.70088 3.57328 -0.3 -0.5 0.0
H -2.74513 -4.19531 2.79700 -0.2 0.3 -0.7
H 0.97985 -4.73777 3.18918 0.0 -0.2 -0.1
H -0.19123 -5.36464 4.19004 -0.4 -0.9 -0.3
H -0.80426 -3.04707 1.05742 -0.3 0.6 0.3
H -0.02470 -2.54048 2.56740 0.4 -0.1 -0.4
C 1.48435 -0.14677 4.08749 -0.1 -0.1 -0.1
O 0.15978 -0.39237 4.54479 0.2 -0.2 -0.1
C 0.02441 -0.15699 5.94698 -0.2 -0.1 0.0
C -0.59124 1.19623 6.22591 0.1 0.1 0.1
O 0.24938 2.24395 5.78842 0.0 -0.1 -0.1
C -0.14968 2.81056 4.55002 0.0 0.1 0.0
H 1.45586 -0.10471 2.99801 0.0 0.0 0.0
H 1.87090 0.79998 4.46501 0.0 0.0 0.0
H 2.15220 -0.95857 4.39893 0.1 0.1 0.0
H 0.99846 -0.23763 6.43732 0.0 0.0 0.0
H -0.62672 -0.93613 6.35473 0.0 0.0 0.0
H -0.72734 1.30117 7.30629 0.0 0.0 0.0
H -1.57622 1.26827 5.75285 0.0 0.0 0.0
H -1.03201 3.44407 4.68241 0.0 0.0 0.0
H -0.36709 2.04099 3.80532 0.0 0.0 0.0
H 0.67057 3.42629 4.18745 0.0 0.0 0.0
C -2.80183 0.68601 -3.37250 0.0 0.0 0.0
O -3.67488 -0.19509 -2.68343 0.1 0.0 0.1
C -3.17914 -1.50979 -2.54846 -0.2 0.1 -0.1
C -2.62206 -1.75019 -1.16214 0.2 -0.2 0.0
O -1.46697 -0.96728 -0.89813 0.0 0.0 0.3
C -1.74207 0.18954 -0.11969 0.1 0.0 0.0
H -3.17397 1.69615 -3.21581 0.0 0.0 0.0
H -1.77860 0.61814 -2.99526 0.0 0.0 0.0
H -2.80434 0.47263 -4.44543 0.0 0.0 0.0
H -2.41494 -1.72104 -3.30298 0.0 0.0 0.0
H -4.01527 -2.19703 -2.71100 0.0 0.0 0.0
H -2.31930 -2.80323 -1.08885 -0.1 0.0 0.0
H -3.39638 -1.56122 -0.41037 0.0 0.0 0.0
H -1.91086 -0.07469 0.93194 0.0 0.0 0.0
H -2.61444 0.72568 -0.49594 0.0 0.0 0.0
H -0.87099 0.83931 -0.18179 0.0 0.0 0.0
C 1.26341 3.79039 -0.13775 0.0 0.0 0.0
O 1.46016 4.15937 1.21432 0.0 0.0 0.0
C 2.82867 4.29882 1.56725 -0.1 0.0 0.1
C 3.26644 5.74643 1.58532 0.1 0.1 -0.1
O 3.22084 6.32201 0.29458 -0.1 -0.1 -0.1
C 2.08045 7.13265 0.06515 0.0 0.1 0.0
H 0.20925 3.94139 -0.36661 0.0 0.0 0.0
H 1.86376 4.40145 -0.81475 0.0 0.0 0.0
H 1.51195 2.73324 -0.29423 0.0 0.0 0.0
H 3.46118 3.72579 0.88144 0.0 0.0 0.0
H 2.95188 3.88059 2.57200 0.0 0.0 0.0
H 4.30366 5.79323 1.93123 0.0 0.0 0.0
H 2.64970 6.31751 2.28710 0.0 0.0 0.0
H 2.17929 8.08744 0.59292 -0.1 0.0 0.0
H 1.16025 6.63741 0.38468 0.0 0.0 0.0
H 2.02211 7.32656 -1.00541 0.0 0.0 0.0
C -0.38668 -8.17519 -0.58337 0.0 0.0 0.0
O 0.36066 -8.46313 -1.74272 0.0 0.0 0.0
C 0.81058 -9.80996 -1.80878 0.1 0.1 -0.1
C -0.06986 -10.66049 -2.69550 -0.1 -0.1 0.0
O -1.37579 -10.79540 -2.16207 0.0 0.1 0.1
C -2.33628 -9.95687 -2.77683 0.0 0.0 0.0
H -0.86931 -7.21003 -0.73737 0.0 0.0 0.0
H -1.16095 -8.92269 -0.39634 0.0 0.0 0.0
H 0.26955 -8.10439 0.29589 0.0 0.0 0.0
H 0.85739 -10.24618 -0.80544 0.0 0.0 0.0
H 1.82377 -9.79434 -2.21922 0.0 0.0 0.0
H 0.36400 -11.66250 -2.75959 0.0 0.0 0.0
H -0.10561 -10.24223 -3.70626 0.0 0.0 0.0
H -2.59914 -10.32981 -3.77200 0.0 0.0 0.0
H -1.97703 -8.92805 -2.86425 0.0 0.0 0.0
H -3.22704 -9.97091 -2.15115 0.0 0.0 0.0
C 2.85486 7.27973 -4.26360 0.0 -0.1 0.0
O 1.98374 8.14392 -3.55493 0.1 0.0 0.0
C 2.58257 9.39109 -3.22846 -0.2 -0.1 0.1
C 2.14696 10.48653 -4.17552 0.1 0.1 -0.1
O 2.60976 10.26196 -5.49482 0.0 -0.1 0.0
C 1.62721 9.73179 -6.36418 0.0 0.0 0.0
H 2.24975 6.47211 -4.67316 0.0 0.0 0.0
H 3.35748 7.79864 -5.08245 0.0 0.0 0.0
H 3.60786 6.85097 -3.59285 0.0 0.0 0.0
H 3.67341 9.30488 -3.22392 0.0 0.0 0.0
H 2.25951 9.65253 -2.21568 0.0 0.0 0.0
H 2.57748 11.43358 -3.83611 0.0 0.0 0.0
H 1.05665 10.58495 -4.15978 0.0 0.0 0.0
H 0.89979 10.50088 -6.64533 0.0 0.0 0.0
H 1.09986 8.88856 -5.91120 0.0 0.0 0.0
H 2.13900 9.39014 -7.26207 0.0 0.0 0.0
```
Forces are in eV/Å.

LUMO energy	-3.97	eV
charge	+1
orbital gap	6.36	eV
energy	-2297.7850	a.u.



No. 5
ORCA calculation (ωB97M-V/def2-TZVPD) on a structure of composition C24H22BiClNOPS at a distorted geometry.

XYZ file:
```
52
Properties=species:S:1:pos:R:3:forces:R:3
Bi -0.90643 -1.03879 0.77345 1.2 -7.1 -3.4
Cl 1.02602 -1.24953 2.23805 0.3 0.4 1.0
C -1.57993 0.73755 1.42197 -2.8 9.6 4.8
O -1.86388 1.73564 1.90071 0.7 -3.0 -1.7
P 0.55872 -0.00410 -0.97355 1.2 1.5 -1.3
C -0.27723 0.23714 -2.53879 -0.5 -0.1 -0.4
C 1.14973 1.59130 -0.42838 0.2 0.5 0.0
C 1.99425 -1.01427 -1.26455 0.6 -0.4 -0.1
C 2.40744 1.63320 0.17291 0.3 -0.1 0.3
C 2.96009 2.85043 0.54944 0.0 0.2 0.1
C 2.25139 4.03532 0.34210 0.1 -0.1 0.0
C 0.98932 3.99631 -0.24941 -0.2 0.1 0.0
C 0.43368 2.77943 -0.63774 -0.1 -0.1 0.1
H 2.95535 0.69876 0.33827 -0.1 0.5 0.0
H 3.94692 2.87538 1.01295 -0.3 0.0 -0.1
H 2.68359 4.99093 0.64662 -0.1 -0.3 -0.1
H 0.43058 4.92187 -0.40965 0.2 -0.3 0.0
H -0.55356 2.75227 -1.10472 0.3 0.1 0.0
C -1.66832 0.33013 -2.62856 -0.2 0.1 0.4
C -2.28370 0.58164 -3.84516 -0.1 0.1 -0.3
C -1.51358 0.73409 -4.99902 0.1 -0.1 0.2
C -0.12175 0.63486 -4.92190 -0.1 0.0 0.2
C 0.49700 0.39236 -3.69399 -0.2 0.0 -0.4
H -2.27735 0.19225 -1.72930 0.1 0.2 -0.6
H -3.37155 0.65477 -3.90047 0.4 0.0 0.0
H -1.99471 0.92426 -5.95872 0.1 -0.1 0.3
H 0.48478 0.74555 -5.82006 -0.1 0.0 0.3
H 1.57471 0.31878 -3.64439 -0.3 0.0 -0.2
C 3.02772 -0.44997 -2.02220 0.4 0.1 -0.2
C 4.15968 -1.20203 -2.33978 -0.2 0.1 0.1
C 4.26496 -2.51898 -1.89272 -0.1 0.0 0.1
C 3.23861 -3.07814 -1.12648 0.4 -0.2 -0.1
C 2.11713 -2.32808 -0.81442 -0.4 -0.1 0.3
H 2.95623 0.58743 -2.36811 0.2 -0.4 0.3
H 4.95869 -0.75432 -2.92935 -0.2 -0.1 0.2
H 5.15241 -3.10671 -2.13339 -0.3 0.2 0.1
H 3.32717 -4.10469 -0.76432 -0.1 0.4 -0.1
H 1.32582 -2.75153 -0.19128 0.5 -0.1 -0.3
H -2.18223 -1.03247 -0.43001 -1.1 0.8 0.0
H -0.55644 -2.46007 -0.06616 0.7 -2.0 -0.3
S -2.52066 -2.50178 2.08187 -0.1 -0.3 0.3
C -2.93604 -1.67774 3.54144 2.1 -1.7 0.5
N -2.11839 -1.92930 4.65199 -3.6 2.3 0.0
C -2.54175 -1.41383 5.85615 2.0 -1.3 -0.3
C -3.68860 -0.70607 5.95881 -1.2 0.9 0.9
C -4.47980 -0.47142 4.83453 -0.8 0.7 1.2
C -4.09663 -0.96350 3.62828 -0.6 0.3 -1.0
H -1.29217 -2.48101 4.56583 0.6 -0.4 -0.2
H -1.90170 -1.63447 6.71448 -0.2 0.1 -0.3
H -4.01076 -0.32159 6.94283 0.3 -0.3 -0.7
H -5.41805 0.09145 4.92671 0.5 -0.3 0.0
H -4.71676 -0.82874 2.72721 0.5 -0.2 0.6
```
Forces are in eV/Å.

LUMO energy	-8.28	eV
charge	+2
orbital gap	6.13	eV
energy	-2471.3085	a.u.



No. 6
ORCA calculation (ωB97M-V/def2-TZVPD) on a cluster of 2 separate species, C5H8NO in total at a distorted geometry.

XYZ file:
```
15
Properties=species:S:1:pos:R:3:forces:R:3
C -1.69918 -2.10540 -0.95154 0.5 -0.3 0.0
C -0.88006 -1.96083 -0.06020 -1.8 0.0 -1.4
C 0.44445 1.81654 0.37709 1.8 -0.1 3.1
C 0.08236 -1.74606 0.87998 1.6 0.5 1.2
C 0.85654 0.63456 -0.49221 -0.3 -0.9 2.1
N 1.55664 -0.50406 0.22902 1.4 -0.7 -0.7
O 2.39805 -1.15658 -0.56520 -1.7 1.3 0.9
H -2.24821 -2.60532 -1.70495 -0.4 0.2 -0.2
H 1.23552 2.32740 1.12240 -1.3 -1.2 -2.0
H 0.11812 2.46323 -0.36406 -0.5 2.1 -1.1
H -0.41450 1.66617 1.02831 -0.1 -0.5 0.0
H 0.51907 -2.72725 1.16618 0.4 1.0 -0.1
H -0.18369 -1.12358 1.73727 -0.1 -0.2 -0.1
H -0.08476 0.33459 -0.88566 -0.8 -0.8 -0.8
H 1.41082 1.06946 -1.27808 1.2 -0.3 -1.0
```
Forces are in eV/Å.

LUMO energy (alpha / beta)	4.23 / 4.23	eV
charge	-1
orbital gap (alpha / beta)	6.03 / 6.04	eV
energy	-325.1097	a.u.